Record 1
{
  "formula": "C12H3N7O5S2Zn",
  "method": "ωB97M-V/def2-TZVPD",
  "homo_lumo_gap_ev": 6.8953,
  "charge": -2,
  "e_homo_ev": -2.39,
  "energy_ev": -103252.8273,
  "symbols": ["Zn", "S", "C", "C", "N", "C", "S", "C", "N", "O", "C", "O", "C", "C", "N", "N", "C", "C", "O", "O", "H", "H", "H", "O", "N", "C", "C", "N", "C", "N"],
  "coordinates": [[-0.271, 0.096, -0.361], [0.015, 2.012, 1.280], [-0.758, 3.198, 0.267], [-0.911, 4.478, 0.877], [-0.994, 5.503, 1.399], [-1.211, 3.018, -1.012], [-1.115, 1.571, -1.980], [-1.844, 4.119, -1.657], [-2.365, 4.998, -2.193], [4.563, -3.170, -0.628], [4.920, -2.007, -0.136], [6.046, -1.780, 0.269], [3.873, -0.960, -0.111], [4.031, 0.337, 0.339], [2.849, 0.953, 0.183], [1.938, 0.141, -0.338], [2.519, -1.025, -0.513], [1.640, -2.124, -1.049], [2.179, -3.237, -1.256], [0.447, -1.804, -1.233], [3.564, -3.194, -0.905], [4.895, 0.827, 0.753], [2.540, 1.876, 0.463], [-1.495, -1.069, 0.738], [-2.297, -1.596, -0.109], [-2.952, -2.648, 0.301], [-2.852, -3.258, 1.591], [-2.781, -3.741, 2.634], [-3.870, -3.266, -0.602], [-4.622, -3.815, -1.279]]
}

Record 2
{
  "formula": "C12H40ClN10O12",
  "method": "ωB97M-V/def2-TZVPD",
  "homo_lumo_gap_ev": 9.9809,
  "charge": -1,
  "e_homo_ev": -7.66,
  "energy_ev": -65087.6479,
  "symbols": ["Cl", "O", "O", "O", "O", "C", "C", "O", "H", "H", "H", "H", "H", "H", "C", "C", "O", "H", "H", "H", "H", "H", "H", "C", "O", "N", "N", "H", "H", "H", "H", "C", "O", "N", "N", "H", "H", "H", "H", "C", "O", "N", "N", "H", "H", "H", "H", "C", "O", "N", "N", "H", "H", "H", "H", "C", "O", "N", "N", "H", "H", "H", "H", "C", "C", "C", "O", "H", "H", "H", "H", "H", "H", "H", "H"],
  "coordinates": [[0.639, 0.807, -0.245], [1.133, 1.702, 0.770], [1.235, -0.498, -0.087], [-0.788, 0.635, -0.108], [0.914, 1.366, -1.548], [3.909, -3.811, -2.085], [3.083, -3.145, -1.024], [3.407, -3.641, 0.268], [3.825, -4.900, -2.009], [4.974, -3.636, -1.908], [3.672, -3.499, -3.099], [2.019, -3.185, -1.273], [3.395, -2.094, -1.032], [2.719, -3.398, 0.890], [-5.477, 1.427, -0.288], [-4.407, 2.198, 0.456], [-3.360, 2.593, -0.440], [-6.338, 1.186, 0.339], [-5.063, 0.497, -0.681], [-5.837, 2.020, -1.131], [-3.976, 1.524, 1.206], [-4.764, 3.113, 0.931], [-2.679, 1.919, -0.353], [-0.705, -1.917, 3.088], [-0.948, -2.530, 4.121], [-1.471, -0.886, 2.625], [0.349, -2.212, 2.268], [-2.245, -0.596, 3.193], [-1.410, -0.510, 1.695], [1.144, -2.606, 2.744], [0.498, -1.630, 1.461], [-2.480, 1.241, -4.454], [-3.080, 0.451, -5.195], [-1.135, 1.364, -4.462], [-3.171, 1.991, -3.557], [-0.608, 1.850, -3.760], [-0.684, 0.682, -5.049], [-4.164, 1.881, -3.514], [-2.707, 2.683, -2.998], [-1.496, 3.510, 3.283], [-2.177, 4.075, 4.146], [-1.705, 2.193, 2.961], [-0.614, 4.157, 2.491], [-2.448, 1.708, 3.419], [-1.323, 1.824, 2.110], [-0.185, 3.716, 1.698], [-0.506, 5.142, 2.639], [2.807, -0.150, -4.469], [3.394, -0.651, -5.439], [3.027, 1.145, -4.128], [2.036, -0.859, -3.605], [2.564, 1.483, -3.299], [3.633, 1.743, -4.646], [1.923, -1.831, -3.817], [1.527, -0.341, -2.911], [-2.097, -2.627, -1.561], [-3.093, -3.345, -1.676], [-1.094, -2.903, -0.687], [-1.932, -1.494, -2.315], [-1.197, -3.758, -0.174], [-0.283, -2.313, -0.643], [-2.715, -1.191, -2.867], [-1.266, -0.827, -1.968], [1.881, 0.082, 4.785], [3.054, 0.707, 4.014], [3.768, -0.292, 3.093], [2.583, 1.796, 3.252], [2.124, -0.931, 5.109], [1.008, 0.009, 4.130], [1.559, 0.742, 5.589], [3.792, 1.118, 4.709], [4.492, 0.296, 2.517], [3.130, -0.784, 2.354], [4.428, -1.021, 3.570], [1.986, 1.433, 2.578]]
}

Record 3
{
  "formula": "C12H40F6FeN20O16S2",
  "method": "ωB97M-V/def2-TZVPD",
  "de_lowest_kj_mol": 79.8,
  "homo_lumo_gap_ev": [3.7709, 2.1780],
  "charge": 0,
  "e_homo_ev": [-4.20, -8.83],
  "spin_multiplicity": 9,
  "energy_ev": -148018.1639,
  "symbols": ["Fe", "C", "F", "F", "F", "S", "O", "O", "O", "C", "F", "F", "F", "S", "O", "O", "O", "C", "O", "N", "N", "H", "H", "H", "H", "C", "O", "N", "N", "H", "H", "H", "H", "C", "O", "N", "N", "H", "H", "H", "H", "C", "O", "N", "N", "H", "H", "H", "H", "C", "O", "N", "N", "H", "H", "H", "H", "C", "O", "N", "N", "H", "H", "H", "H", "C", "O", "N", "N", "H", "H", "H", "H", "C", "O", "N", "N", "H", "H", "H", "H", "C", "O", "N", "N", "H", "H", "H", "H", "C", "O", "N", "N", "H", "H", "H", "H"],
  "coordinates": [[-6.720, -32.051, 14.063], [-3.052, -29.892, 15.274], [-2.200, -29.750, 14.264], [-3.265, -31.139, 15.656], [-2.632, -29.161, 16.299], [-4.804, -29.311, 14.866], [-5.410, -28.930, 16.106], [-4.595, -28.178, 14.010], [-5.526, -30.416, 14.222], [-9.907, -31.434, 11.261], [-9.670, -32.601, 10.680], [-10.703, -30.744, 10.454], [-10.482, -31.602, 12.442], [-8.328, -30.405, 11.547], [-7.501, -30.584, 10.380], [-8.850, -29.054, 11.617], [-7.652, -30.819, 12.811], [-0.828, -32.961, 12.870], [-0.647, -33.826, 13.726], [0.042, -32.687, 11.889], [-1.916, -32.128, 12.806], [0.952, -33.112, 11.853], [-0.110, -31.955, 11.217], [-2.680, -32.298, 13.437], [-1.842, -31.298, 12.257], [2.148, -28.725, 15.273], [3.079, -27.930, 15.171], [2.051, -29.753, 16.111], [1.009, -28.667, 14.484], [1.172, -30.245, 16.109], [2.674, -30.085, 16.824], [0.928, -27.922, 13.822], [0.268, -29.305, 14.708], [-4.527, -27.025, 10.786], [-4.540, -26.895, 9.517], [-4.674, -26.064, 11.688], [-4.341, -28.223, 11.316], [-4.598, -26.361, 12.652], [-4.848, -25.089, 11.503], [-4.248, -29.096, 10.817], [-4.339, -28.309, 12.335], [0.188, -28.633, 10.835], [0.290, -29.688, 10.222], [1.217, -27.746, 11.012], [-0.787, -28.442, 11.746], [2.089, -27.931, 10.547], [1.130, -26.896, 11.535], [-1.560, -29.064, 11.888], [-0.852, -27.609, 12.304], [-3.759, -29.321, 19.910], [-3.301, -30.389, 19.530], [-4.333, -28.419, 19.045], [-3.758, -28.861, 21.187], [-4.833, -27.635, 19.427], [-4.367, -28.601, 18.063], [-4.260, -28.004, 21.327], [-3.570, -29.527, 21.915], [-7.792, -26.986, 18.993], [-7.484, -26.875, 20.177], [-7.293, -27.938, 18.169], [-8.571, -26.101, 18.319], [-7.574, -27.998, 17.207], [-6.558, -28.527, 18.516], [-8.881, -26.270, 17.368], [-8.943, -25.423, 18.964], [-0.792, -32.159, 17.066], [-0.517, -31.032, 16.645], [-0.621, -33.335, 16.403], [-1.375, -32.412, 18.273], [-0.938, -34.168, 16.848], [-0.454, -33.251, 15.397], [-1.825, -31.601, 18.698], [-1.342, -33.282, 18.761], [-4.677, -24.786, 15.944], [-4.995, -23.604, 15.892], [-5.583, -25.792, 16.025], [-3.416, -25.279, 15.989], [-6.541, -25.580, 15.791], [-5.326, -26.759, 15.936], [-2.624, -24.682, 15.824], [-3.280, -26.270, 15.937], [-5.291, -34.048, 16.222], [-5.653, -33.210, 15.374], [-5.929, -35.207, 16.440], [-4.085, -33.979, 16.807], [-6.843, -35.252, 16.017], [-5.552, -35.911, 17.043], [-3.996, -34.469, 17.681], [-3.627, -33.088, 16.690], [-9.009, -27.111, 14.427], [-9.047, -26.760, 15.606], [-10.057, -26.992, 13.575], [-7.937, -27.654, 13.760], [-9.876, -27.113, 12.596], [-10.954, -26.640, 13.854], [-7.094, -27.915, 14.234], [-8.104, -28.028, 12.819]]
}

no.,molecular weight (g/mol)
1,454.72
2,551.96
3,954.54